(1)
A cluster of 5 separate species, C36H72BBr2FNO16P2S4 in total. Source: OMol25; level of theory: the ωB97M-V functional and the def2-TZVPD basis.

The geometry in XYZ format:
```
135
Properties=species:S:1:pos:R:3
C 2.7790 1.5626 4.2193
C 2.3592 3.0239 4.4323
C 0.9896 3.3961 3.8514
C 0.7383 3.0363 2.3715
C 1.9678 3.1483 1.4286
C 1.5629 3.7897 0.0820
C 2.2980 3.3363 -1.2116
C 3.3057 2.1834 -1.1119
C 2.7189 0.7963 -1.4686
C 1.2389 0.6261 -1.0184
C 0.8465 -0.8390 -0.8324
P -0.6684 -1.1738 0.3561
Br 0.9219 -0.7170 2.0821
C -0.3493 -3.0676 0.2605
C 0.1870 -3.8411 1.4510
F -0.5162 -3.6564 2.6342
N -2.0035 -1.3567 1.5890
C -1.8835 -0.6850 2.8568
C -2.3663 0.7613 2.9619
O -1.4861 -1.2167 3.8636
C -2.9479 -2.3874 1.5379
C -3.4757 -2.9203 2.8755
O -3.4190 -2.8507 0.5230
O -1.6510 -1.4441 -1.0711
C -2.0479 -0.2825 -1.7044
P -3.4348 -0.6718 -2.8630
O -3.4663 -2.0825 -3.2199
O -4.8853 -0.1926 -2.3526
O -3.1074 0.2373 -4.1729
C -2.1776 0.7921 -0.5914
Br -1.7567 2.5326 -1.6421
B -3.6143 1.1224 0.0742
C -4.0890 2.5833 0.4865
O -4.4817 0.0886 0.3334
O -1.1831 0.5382 0.2877
H 3.8681 1.5040 4.1398
H 2.5023 0.9400 5.0709
H 2.3657 1.1158 3.3187
H 2.3019 3.1935 5.5129
H 3.1329 3.7088 4.0799
H 0.2432 2.8697 4.4585
H 0.8088 4.4603 4.0323
H -0.0795 3.6629 2.0114
H 0.3929 2.0010 2.3277
H 2.3625 2.1414 1.3175
H 2.7272 3.7861 1.8843
H 1.6910 4.8691 0.1951
H 0.4950 3.6146 -0.0600
H 1.5456 3.0663 -1.9564
H 2.8321 4.1996 -1.6124
H 4.0895 2.3832 -1.8473
H 3.8184 2.1222 -0.1502
H 3.3359 -0.0056 -1.0549
H 2.7669 0.6937 -2.5571
H 0.6519 1.1004 -1.8035
H 1.1383 1.2125 -0.1066
H 1.6906 -1.3203 -0.3453
H 0.6429 -1.2712 -1.8128
H 0.4012 -3.2029 -0.5186
H -1.2448 -3.5443 -0.1336
H 0.0952 -4.9152 1.2175
H 1.2523 -3.6791 1.6177
H -1.7842 1.4132 2.3083
H -2.2469 1.1103 3.9827
H -3.4180 0.8217 2.6762
H -2.6837 -3.1382 3.5844
H -4.0876 -2.1342 3.3416
H -4.1174 -3.7738 2.7015
H -1.2491 0.0436 -2.3895
H -5.0442 0.7277 -2.5994
H -2.5232 0.9672 -3.9152
H -4.5734 3.0649 -0.3639
H -4.8239 2.5229 1.2963
H -3.2584 3.1863 0.8560
H -4.7990 0.1315 1.2385
C 2.4167 5.8991 -5.8882
C 3.0825 5.1173 -7.0302
C 4.0353 4.1046 -6.3881
S 3.3522 3.7210 -4.7720
O 4.2711 4.1939 -3.7690
O 2.8644 2.3656 -4.7649
C 1.9707 4.8538 -4.8694
H 1.5750 6.4938 -6.2415
H 3.1420 6.5766 -5.4319
H 2.3177 4.5933 -7.6081
H 3.6181 5.7756 -7.7133
H 4.1106 3.1814 -6.9578
H 5.0218 4.5358 -6.2357
H 1.7700 5.2570 -3.8795
H 1.1092 4.2902 -5.2269
C 9.6986 4.7352 -5.2183
C 10.0990 6.1790 -4.8812
C 8.9455 7.0900 -5.3224
S 7.4560 6.0880 -5.2156
O 6.9250 5.9192 -6.5488
O 6.6299 6.5734 -4.1458
C 8.2649 4.5717 -4.7229
H 10.3643 4.0105 -4.7519
H 9.7388 4.5827 -6.2993
H 10.2508 6.2721 -3.8041
H 11.0302 6.4643 -5.3688
H 8.8272 7.9564 -4.6770
H 9.0541 7.4097 -6.3571
H 7.7404 3.7257 -5.1604
H 8.2197 4.5181 -3.6359
C -0.7792 -6.8113 4.0643
C -0.9614 -7.4539 5.4477
C -2.4034 -7.1785 5.8948
S -3.3684 -7.0273 4.3862
O -3.8496 -5.6772 4.2818
O -4.2656 -8.1533 4.2660
C -2.0016 -7.2233 3.2508
H 0.1432 -7.1352 3.5848
H -0.7451 -5.7232 4.1568
H -0.7973 -8.5316 5.3754
H -0.2480 -7.0615 6.1709
H -2.8177 -7.9844 6.4955
H -2.4866 -6.2347 6.4302
H -2.1728 -6.6012 2.3744
H -1.9598 -8.2747 2.9662
C -6.9697 -7.2019 2.1662
C -6.6181 -5.7501 2.5106
C -7.8606 -4.8958 2.2257
S -9.2726 -5.9832 2.4537
O -9.9427 -6.1571 1.1877
O -10.0118 -5.5901 3.6298
C -8.3287 -7.4625 2.8063
H -6.2164 -7.8960 2.5359
H -7.0400 -7.3208 1.0820
H -6.3538 -5.6822 3.5661
H -5.7631 -5.3945 1.9381
H -7.9538 -4.0565 2.9100
H -7.8813 -4.5383 1.1978
H -8.8508 -8.3255 2.3991
H -8.2468 -7.5482 3.8895
```

Gap between HOMO and LUMO ... 7.3 eV
Total charge ... -1
DFT total energy ... -278152.86987 eV

Mulliken atomic charge list, values in e, 2 entries:
1. C -0.43
2. C -0.61

(2)
A cluster of 15 separate species, C36H72N11O4 in total. Source: OMol25; level of theory: the ωB97M-V functional and the def2-TZVPD basis.

The geometry in XYZ format:
```
123
Properties=species:S:1:pos:R:3
C -1.6141 -1.1430 -2.7790
C -0.5821 -1.3590 -1.5330
C 0.0109 -0.1140 -0.9550
N 0.7029 -0.1580 0.2990
C 1.8519 -1.1390 0.2590
C -0.2571 -0.5290 1.4190
C 0.1299 0.3210 2.6740
C 1.2229 1.2020 2.1460
C 1.3029 1.1150 0.6360
H -1.1001 -0.6230 -3.4280
H -2.4981 -0.6630 -2.5810
H -1.8081 -2.2040 -3.2500
H 0.1219 -2.0660 -1.8690
H -1.0161 -1.6330 -0.7190
H -0.7971 0.7260 -0.8910
H 0.6209 0.2430 -1.8540
H 2.3719 -1.3070 1.0810
H 2.4299 -0.7750 -0.4580
H 1.6079 -2.1390 0.0490
H -0.3861 -1.5600 1.6740
H -1.1671 -0.2700 1.2160
H 0.4999 -0.2460 3.4200
H -0.7101 0.8580 2.9150
H 2.0999 0.7020 2.2360
H 1.2539 2.0520 2.8050
H 2.3499 1.2620 0.6840
H 0.7199 2.0410 0.2320
C 2.6949 -5.5650 -0.1210
C 1.9629 -4.7630 -1.2030
N 1.3919 -4.2280 -2.0650
H 2.0259 -5.8790 0.6670
H 3.4139 -6.2510 -0.5170
H 3.3599 -4.9690 0.4550
C 3.5919 -1.9150 -3.6690
C 4.6529 -1.9060 -2.4420
N 5.3069 -2.0410 -1.4870
H 2.5909 -2.0970 -3.1680
H 3.6459 -0.9280 -4.1190
H 3.6419 -2.9140 -4.1380
C -4.7431 1.0710 -4.4490
C -4.2911 2.2170 -5.3910
N -4.0171 3.0490 -6.0770
H -5.1931 0.3650 -4.8700
H -3.8891 0.3860 -4.3180
H -5.0061 1.3600 -3.4880
C -0.8871 2.1750 -6.2560
C 0.1119 1.5540 -5.1830
N 0.8819 1.1650 -4.5010
H -1.0311 3.0940 -5.5940
H -0.5081 2.2900 -7.2470
H -1.6521 1.4190 -6.3800
C -4.8501 -3.6360 -3.2960
C -5.1871 -2.8280 -4.6240
N -5.3991 -2.2730 -5.5800
H -4.7611 -4.6950 -3.7680
H -3.8971 -3.2390 -2.8610
H -5.7121 -3.5700 -2.4300
C -4.7891 1.5820 -0.4240
C -3.4851 1.7920 0.4110
N -2.5681 2.0550 1.0180
H -5.6001 1.1950 0.3150
H -5.0621 2.5100 -0.9690
H -4.3431 0.8410 -1.1850
C 3.8039 4.2720 3.4050
C 4.1409 2.9970 2.5910
N 4.3329 2.0570 2.0660
H 4.3539 4.4150 4.3330
H 4.0039 5.0470 2.7460
H 2.7319 4.0820 3.6450
C 4.5679 2.3700 -4.1750
C 4.0359 2.1570 -2.7070
N 3.5359 2.0090 -1.7420
H 5.7439 2.2850 -4.1810
H 4.0579 1.5090 -4.7360
H 4.3489 3.4560 -4.5040
C -1.3731 5.4140 1.2390
C 0.1169 4.9800 1.0810
N 1.2469 4.6980 0.9290
H -1.7991 4.8460 1.9940
H -1.3341 6.4170 1.6070
H -1.8921 5.3270 0.3740
C -4.6441 -4.2370 0.7290
C -4.2071 -2.9250 0.0600
N -3.8801 -1.9520 -0.4870
H -3.6811 -4.6110 1.2260
H -5.2601 -3.9190 1.4990
H -5.0401 -4.8510 0.0490
C 0.1779 -2.6130 -5.2100
C 0.9859 -3.7110 -5.9910
O 2.2409 -3.0730 -6.3080
H 0.0389 -1.8570 -5.8030
H 0.7069 -2.1770 -4.1620
H -0.7701 -3.1500 -4.9820
H 0.2819 -3.8070 -6.8700
H 0.9599 -4.7650 -5.4700
H 2.8779 -3.4710 -5.8780
C -0.7851 3.2940 4.2420
C -0.4611 4.6040 4.8190
O -0.6251 4.6690 6.1990
H -0.6471 3.2050 3.0660
H -1.6161 2.9500 4.7510
H 0.0689 2.7870 4.7530
H -0.8851 5.4460 4.0590
H 0.6089 5.0820 4.6990
H -0.3721 5.4500 6.5080
C 0.2159 -4.1870 4.3330
C -0.0511 -2.9910 5.3020
O -1.1301 -2.1290 4.7590
H 0.8979 -4.9380 4.9430
H 0.7999 -3.7190 3.4110
H -0.8461 -4.4370 3.9600
H 0.8199 -2.5690 5.3050
H -0.4871 -3.4050 6.2490
H -1.4241 -1.4490 5.5190
C 2.5659 1.0030 6.2180
C 1.9229 1.9910 7.2100
O 2.7989 3.1330 7.4530
H 2.6159 1.6550 5.3530
H 2.0959 0.1270 6.0100
H 3.4849 0.8480 6.5920
H 1.7729 1.4480 8.0560
H 0.8269 2.4280 7.0780
H 2.6669 3.4720 8.3150
```

Gap between HOMO and LUMO ... 9.5 eV
Total charge ... +1
DFT total energy ... -63056.23385 eV

Mulliken atomic charge list, values in e, 2 entries:
1. C -1.33
2. C -0.82

(3)
A cluster of 5 separate species, C36H75N3O15PS5 in total. Source: OMol25; level of theory: the ωB97M-V functional and the def2-TZVPD basis.

The geometry in XYZ format:
```
135
Properties=species:S:1:pos:R:3
C -2.0790 0.1935 -2.5811
C -1.5912 -0.5653 -1.5448
N -2.4812 -1.5819 -0.9352
C -3.4701 -1.1708 0.1308
C -3.8509 -2.6159 0.7233
C -3.2233 -3.7305 -0.2507
C -3.0690 -5.1271 0.4389
C -4.5102 -5.6444 0.8597
C -4.9431 -6.9856 0.1394
C -6.2315 -6.7224 -0.7506
S -6.4563 -8.1452 -1.8908
C -7.6638 -7.7332 -3.1354
N -8.9248 -8.1889 -3.2142
N -9.5734 -7.7168 -4.2914
C -8.6664 -6.9255 -4.9087
O -7.4978 -6.9111 -4.2498
C -1.8901 -2.9823 -0.7183
C -0.9228 -2.7467 0.5089
C 0.5542 -3.2337 0.3103
C 1.2809 -3.0574 1.7183
C 2.3791 -1.9276 1.7031
C 3.7707 -2.5280 1.2538
C 4.4902 -3.3333 2.4129
C 5.6530 -2.5023 3.0996
C 6.8931 -3.4379 3.4245
O 7.5286 -3.0315 4.6485
C 8.9076 -2.9761 4.5363
C 9.8275 -3.7644 5.5311
O 9.4560 -2.3006 3.7097
P -1.1696 -3.3532 -2.4280
C -0.1311 -4.9118 -2.4429
C -2.5872 -3.7137 -3.6352
H -3.0567 0.7374 -2.5253
H -1.5385 0.2752 -3.5499
H -0.5403 -0.3806 -1.2511
H -3.1238 -1.7757 -1.7189
H -3.0019 -0.4467 0.8288
H -4.3799 -0.8042 -0.4042
H -4.9438 -2.6509 0.9269
H -3.3855 -2.5673 1.7461
H -4.0436 -3.8451 -1.0033
H -2.4447 -5.1186 1.3637
H -2.6159 -5.8621 -0.2720
H -4.5215 -5.8402 1.9613
H -5.3169 -4.8920 0.6660
H -5.1736 -7.7930 0.8842
H -4.0892 -7.3807 -0.4676
H -7.1079 -6.6667 -0.0562
H -6.0642 -5.7409 -1.2543
H -8.9003 -6.3863 -5.8459
H -1.3280 -3.3292 1.3770
H -0.8847 -1.6805 0.8581
H 1.1081 -2.7299 -0.5153
H 0.5425 -4.3430 0.1368
H 0.4993 -2.8199 2.4893
H 1.7508 -4.0190 2.0540
H 2.0351 -1.1072 1.0164
H 2.5269 -1.5147 2.7346
H 3.5459 -3.2256 0.4019
H 4.4268 -1.6813 0.9405
H 4.9456 -4.2432 1.9530
H 3.7089 -3.6411 3.1576
H 6.0014 -1.6648 2.4475
H 5.2646 -2.1062 4.0734
H 7.5674 -3.4330 2.5367
H 6.4569 -4.4645 3.5649
H 10.4904 -4.4545 4.9533
H 9.2475 -4.3287 6.2982
H 10.4915 -3.0494 6.0671
H -0.1706 -5.3656 -3.4635
H 0.9332 -4.5813 -2.3047
H -0.3375 -5.6374 -1.6234
H -3.5562 -3.5669 -3.0818
H -2.6060 -3.0031 -4.4903
H -2.5775 -4.7868 -3.9520
O -0.5010 2.8696 -3.7938
S -0.3539 3.8440 -4.8415
O -1.1263 3.7693 -6.0455
O 1.1999 3.9589 -5.2271
C 1.9009 2.7652 -5.5990
C 1.5465 2.3144 -7.0039
C -0.5329 5.4589 -4.1557
H 1.7168 1.9715 -4.8704
H 2.9644 3.0020 -5.5549
H 0.5060 1.9928 -7.0637
H 2.1761 1.4768 -7.3087
H 1.6733 3.1327 -7.7142
H 0.0819 5.5354 -3.2622
H -1.5823 5.5973 -3.9016
H -0.2317 6.1924 -4.9005
O -0.7408 -5.9676 3.6806
S -0.7717 -5.0131 4.7533
O 0.1811 -3.9469 4.8391
O -0.8026 -5.7952 6.1478
C 0.2332 -6.7551 6.4164
C 1.5459 -6.0858 6.7765
C -2.3943 -4.3222 4.8545
H 0.3542 -7.4332 5.5683
H -0.1091 -7.3539 7.2606
H 1.9578 -5.5424 5.9251
H 2.2814 -6.8280 7.0898
H 1.4021 -5.3641 7.5821
H -3.1249 -5.1281 4.8295
H -2.5275 -3.6656 3.9951
H -2.4760 -3.7495 5.7760
O -1.3828 7.7249 -1.9249
S -1.3366 8.7291 -0.8980
O -1.0536 8.3930 0.4653
O -2.6922 9.5867 -0.9514
C -3.9428 8.8914 -0.8675
C -4.2425 8.4338 0.5478
C -0.2400 10.0165 -1.3993
H -3.9606 8.0518 -1.5670
H -4.7121 9.5942 -1.1888
H -3.5366 7.6682 0.8719
H -5.2478 8.0135 0.6105
H -4.1600 9.2669 1.2474
H -0.4747 10.3049 -2.4213
H 0.7759 9.6278 -1.3426
H -0.3528 10.8592 -0.7206
O 3.6953 13.6469 -0.6911
S 4.0184 12.4746 -1.4481
O 3.0015 11.5746 -1.9094
O 5.1338 11.6354 -0.6565
C 4.8637 11.2544 0.6997
C 3.8820 10.1002 0.7796
C 5.0240 12.9368 -2.8231
H 4.5108 12.1139 1.2746
H 5.8162 10.9470 1.1323
H 2.8936 10.3992 0.4286
H 3.7823 9.7514 1.8086
H 4.2114 9.2703 0.1519
H 5.8221 13.5882 -2.4746
H 4.3890 13.4649 -3.5326
H 5.4268 12.0366 -3.2827
```

Gap between HOMO and LUMO ... 7.9 eV
Total charge ... +1
DFT total energy ... -137182.35957 eV

Mulliken atomic charge list, values in e, 2 entries:
1. C -0.98
2. C -0.14